Here is a molecular structure, C22H33Cl2EuN4O3 at a distorted geometry from OMol25. Energies are from the ωB97M-V functional and the def2-TZVPD basis.

The HOMO energy (spin up / spin down) comes out at -5.890 / -5.946 eV. The frontier orbital gap (spin up / spin down) comes out at 6.197 / 6.278 eV. As for the spin multiplicity: 7. The LUMO energy (spin up / spin down) is 0.0113 / 0.0122 hartree.

CARTESIAN COORDINATES (ANGSTROEM)
1 H 4.047 -2.209 -0.771
2 H -3.514 -0.161 1.431
3 H -5.436 -0.585 2.067
4 H -3.536 1.563 -2.974
5 Eu -1.575 -0.542 -0.465
6 H -5.971 -2.317 1.960
7 H 2.729 0.342 1.045
8 H -0.831 0.150 3.130
9 N 0.919 0.230 2.047
10 H 1.883 3.452 -4.166
11 C -0.786 0.370 -2.321
12 H 2.220 -1.153 -0.460
13 H 2.538 -0.251 6.470
14 O 2.939 1.435 -1.327
15 H 3.999 -3.469 -2.083
16 C 1.350 5.329 -3.227
17 N 2.185 -3.123 -1.053
18 C -5.344 -1.592 2.520
19 C 0.521 5.117 -0.945
20 C 0.757 3.741 -0.972
21 C 2.329 -0.011 4.430
22 H 0.317 -0.063 5.354
23 H -0.647 -1.544 -3.121
24 O 0.284 -1.972 -0.483
25 C -2.590 1.404 -3.511
26 C 0.907 0.012 4.435
27 C 2.252 0.232 2.025
28 C 1.478 -4.350 -1.429
29 C -3.098 -1.147 1.782
30 H 4.021 -0.190 5.597
31 H 0.364 3.094 -0.190
32 H -2.641 0.423 -4.025
33 C -0.131 -0.581 -3.262
34 H 1.774 1.253 -2.916
35 H 4.002 -3.968 -0.347
36 H -2.470 2.211 -4.242
37 H 0.087 5.594 -0.068
38 C 0.259 0.129 3.202
39 H 0.775 7.012 -1.994
40 O -1.891 -1.473 1.560
41 C 2.187 1.892 -2.120
42 C -1.513 1.442 -2.512
43 H 4.109 0.104 3.121
44 C 3.019 0.111 3.189
45 N -3.939 -1.941 2.421
46 C 1.496 3.235 -2.057
47 H 1.911 -4.716 -2.381
48 C 0.876 5.917 -2.044
49 C 1.538 -2.029 -0.633
50 Cl -2.132 1.758 0.849
51 H 1.631 -5.122 -0.650
52 C 1.561 3.960 -3.256
53 H -0.266 -0.226 -4.280
54 H -5.663 -1.568 3.575
55 H 1.614 5.919 -4.100
56 N 3.020 -0.162 5.584
57 Cl -3.777 -1.353 -1.572
58 C 3.653 -3.197 -1.065
59 H -3.688 -3.335 3.968
60 H -1.462 2.429 -2.008
61 C -3.506 -3.245 2.881
62 H 0.959 -0.743 -3.125
63 H -4.082 -4.036 2.363
64 H 0.401 -4.127 -1.528
65 H -2.424 -3.360 2.672

---

Here is a molecular structure, C22H33Cl2N4O3Pr at a distorted geometry from OMol25. Energies are from the ωB97M-V functional and the def2-TZVPD basis.

The HOMO energy (spin up / spin down) comes out at -8.104 / -8.106 eV. The frontier orbital gap (spin up / spin down) comes out at 8.278 / 8.279 eV. As for the spin multiplicity: 3. The LUMO energy (spin up / spin down) is 0.0064 / 0.0064 hartree. For the energy above the lowest of the compared OMol25 structures with the same formula, charge and spin, the calculation gives 0.0 kJ/mol.

CARTESIAN COORDINATES (ANGSTROEM)
1 H -3.268 -0.775 -2.925
2 O 2.203 0.476 -0.010
3 H -5.639 -4.000 0.064
4 H 0.100 -3.179 0.167
5 H -1.746 -1.686 -3.143
6 C -2.230 1.686 -3.294
7 N 0.479 3.265 0.675
8 C -2.978 -1.897 -0.223
9 H 3.682 -1.761 -2.666
10 H -2.737 -0.872 -0.530
11 C -3.615 -4.469 0.655
12 H 2.076 2.495 -1.070
13 C -2.317 -0.808 -3.469
14 C 1.649 5.372 0.611
15 C -1.983 -2.739 0.286
16 H -1.540 2.483 -2.994
17 C -1.049 -1.619 2.800
18 C -4.290 -2.363 -0.312
19 H 1.710 -0.795 1.816
20 Pr -0.253 0.900 0.290
21 H -2.115 -1.674 2.532
22 H -2.532 -0.886 -4.542
23 O 0.414 1.231 -2.318
24 H 0.220 -0.652 -3.164
25 C 4.914 -0.133 0.081
26 C -0.319 3.809 1.624
27 H 5.234 -0.901 -2.601
28 C 4.503 -1.461 -2.006
29 H -2.576 1.833 -4.328
30 N 3.967 -0.668 -0.906
31 C -0.126 -1.916 1.886
32 C -4.614 -3.646 0.126
33 H 2.982 3.994 -1.207
34 H 2.017 -0.918 -1.526
35 H 1.626 -1.968 3.146
36 Cl 0.275 1.271 2.892
37 C -0.246 0.315 -2.898
38 H -1.265 -1.949 4.932
39 C -0.520 -2.303 0.443
40 H 0.231 -1.077 4.480
41 H 5.613 -0.922 0.395
42 O -0.275 -1.290 -0.464
43 Cl -2.782 1.670 0.005
44 H 4.332 0.225 0.934
45 C -0.825 -1.225 4.237
46 C 2.679 -0.363 -0.825
47 C 0.818 5.915 1.581
48 H -1.061 3.142 2.045
49 H 0.935 6.939 1.900
50 H 5.011 -2.369 -1.658
51 C -0.173 5.090 2.110
52 H -5.045 -1.699 -0.728
53 H -1.486 -4.608 1.151
54 H 5.500 0.697 -0.348
55 N 2.242 3.458 -0.774
56 C -2.303 -4.016 0.730
57 C 1.468 4.024 0.174
58 C 1.362 -1.807 2.093
59 H -3.847 -5.470 1.004
60 H 2.441 5.920 0.112
61 H -0.843 5.405 2.888
62 H -3.091 1.682 -2.615
63 N -1.547 0.400 -3.187
64 H -1.335 -0.272 4.401
65 H 1.889 -2.542 1.467

---

Here is 2 unconnected molecules or ions with the total composition C22H33ClN2O5 at a distorted geometry from OMol25. Energies are from the ωB97M-V functional and the def2-TZVPD basis.

The HOMO energy comes out at -9.010 eV. The frontier orbital gap comes out at 7.840 eV. The LUMO energy is -0.0430 hartree. For the energy above the lowest of the compared OMol25 structures with the same formula, charge and spin, the calculation gives 0.0 kJ/mol. Its SMILES is CNCc1ccc2c(c1CCCCN)C(=O)C=C(Cl)C2=O.COCCOCCOC.

CARTESIAN COORDINATES (ANGSTROEM)
1 H -2.304 -2.031 -4.499
2 O 3.274 1.587 5.846
3 H 2.928 2.053 7.834
4 C 0.201 -0.490 -1.507
5 H 2.517 1.287 0.553
6 C 5.287 1.099 4.595
7 H 5.079 2.446 6.258
8 H 1.915 -2.868 -4.327
9 H -1.606 2.810 -4.192
10 H -4.687 -0.242 -3.629
11 H -4.455 2.451 -4.586
12 C -1.836 -0.107 -0.141
13 N -4.782 -2.014 -0.950
14 C 3.410 -0.244 2.523
15 H 4.242 -0.373 1.823
16 H 4.198 1.737 0.993
17 C -4.213 -0.649 -0.954
18 C -0.386 -0.053 -0.246
19 C 3.150 1.760 1.312
20 C 2.629 1.322 7.074
21 H 2.857 0.308 7.418
22 O 2.996 1.115 2.565
23 H -3.132 0.925 -5.878
24 H -3.973 -2.591 0.915
25 C -3.021 0.797 -4.764
26 C -2.080 -1.057 -2.532
27 H -3.571 -2.477 -3.326
28 H -4.788 0.024 -1.644
29 C 1.751 -0.468 -1.700
30 H -2.327 0.243 0.791
31 C 1.550 -2.038 -3.672
32 C -3.871 -0.479 -4.365
33 H 3.102 -0.447 4.667
34 N -2.549 3.193 -4.105
35 H 2.554 -0.841 2.181
36 Cl 3.852 -2.438 -2.308
37 H -5.639 -1.807 1.014
38 H -5.443 -3.543 0.428
39 H 0.309 0.298 0.549
40 C 0.166 -1.351 -3.942
41 H 6.365 1.269 4.651
42 C -2.973 -1.599 -3.706
43 C -2.666 -0.614 -1.246
44 H -2.605 3.815 -3.300
45 H -4.390 -0.234 0.080
46 C 2.294 -1.618 -2.618
47 H -4.216 -2.667 -1.485
48 H 3.888 -1.806 3.884
49 H 1.553 1.397 6.916
50 C -3.543 2.101 -4.028
51 C 4.688 1.471 5.941
52 O -0.216 -1.120 -5.061
53 H 4.966 0.715 6.683
54 H 4.907 1.733 3.793
55 H -3.792 1.841 -2.956
56 H 2.852 2.803 1.429
57 H -1.930 0.700 -4.536
58 O 2.459 0.355 -1.179
59 O 5.143 -0.283 4.272
60 C 3.835 -0.714 3.904
61 H -4.306 -0.912 -5.298
62 C -0.620 -0.965 -2.643
63 C -4.997 -2.517 0.433

---

Here is a molecular structure, C22H33CsN6O2S7 at a distorted geometry from OMol25. Energies are from the ωB97M-V functional and the def2-TZVPD basis.

The HOMO energy comes out at -1.352 eV. The frontier orbital gap comes out at 4.852 eV. The LUMO energy is 0.1286 hartree. As for the total charge: -2. For the energy above the lowest of the compared OMol25 structures with the same formula, charge and spin, the calculation gives 54.0 kJ/mol.

CARTESIAN COORDINATES (ANGSTROEM)
1 N -1.198 -1.807 -2.210
2 H 3.919 0.789 1.423
3 H -1.375 -1.906 -1.172
4 C 2.734 -0.805 2.148
5 H -0.025 -2.519 -4.738
6 S -3.583 1.056 -1.216
7 S -3.380 3.109 -1.636
8 H -0.903 5.956 1.964
9 C 1.464 2.232 2.191
10 O 2.984 0.942 5.434
11 C -1.120 -0.224 2.903
12 H -1.891 -1.730 -4.980
13 C -0.033 -2.502 -2.569
14 H 1.648 -3.382 0.502
15 S -2.877 3.271 -3.668
16 H 1.696 3.272 5.374
17 C -1.126 0.678 -5.412
18 C 0.489 4.186 3.856
19 H 0.022 2.913 0.739
20 H -0.269 -4.492 2.869
21 C 1.413 3.285 4.340
22 H -1.775 4.556 1.350
23 N -1.611 -1.038 1.789
24 H 0.963 -3.447 3.602
25 Cs -0.306 1.390 -1.697
26 C 3.394 -0.115 1.143
27 H -3.203 -1.499 -2.296
28 C 3.388 -0.596 -0.117
29 H -0.165 -1.080 -6.238
30 H 1.718 1.468 1.534
31 N 2.576 -0.283 3.376
32 H -2.342 -0.712 1.175
33 C -1.428 -2.360 1.978
34 N -0.854 -2.540 3.202
35 N -1.845 0.195 -4.216
36 H -1.907 5.178 3.019
37 H 1.453 -2.818 -3.960
38 H -2.600 -2.981 -3.164
39 C 0.621 -2.195 -3.922
40 C -0.060 4.128 2.586
41 N 2.100 -1.964 1.896
42 H -0.819 1.710 -5.174
43 H 0.221 5.060 4.432
44 H -0.432 0.554 2.647
45 S -0.994 4.245 -3.935
46 C -1.221 4.958 2.200
47 H 0.733 -2.244 -1.842
48 C 2.182 -2.456 0.636
49 H 3.901 -0.084 -0.877
50 S -1.787 -3.573 0.903
51 C 2.830 -1.849 -0.402
52 C -0.465 -1.275 3.767
53 C 1.926 2.315 3.509
54 O 4.427 1.442 3.465
55 C -2.483 -1.116 -4.280
56 C 0.114 -0.130 -5.745
57 H 2.839 -2.347 -1.345
58 H -0.144 -3.622 -2.518
59 S 3.114 1.046 3.986
60 H 0.601 -1.148 3.781
61 S 1.130 -0.540 -4.361
62 C 0.421 3.040 1.758
63 H 0.739 0.403 -6.436
64 H -1.761 0.728 -6.313
65 H -2.484 0.930 -3.918
66 H -0.794 -1.281 4.802
67 H -0.439 -4.003 4.624
68 C -2.434 -1.901 -2.937
69 C -0.116 -3.697 3.599
70 H -3.531 -1.040 -4.595
71 H -1.981 0.268 3.386

---

Here is 11 unconnected molecules or ions with the total composition C22H33N11 at a distorted geometry from OMol25. Energies are from the ωB97M-V functional and the def2-TZVPD basis.

The HOMO energy comes out at -11.093 eV. The frontier orbital gap comes out at 10.948 eV. The LUMO energy is -0.0053 hartree. For the energy above the lowest of the compared OMol25 structures with the same formula, charge and spin, the calculation gives 176.0 kJ/mol. Its SMILES is CC#N.CC#N.CC#N.CC#N.CC#N.CC#N.CC#N.CC#N.CC#N.CC#N.CC#N.

CARTESIAN COORDINATES (ANGSTROEM)
1 H -3.290 5.167 1.385
2 N 0.540 -1.639 -1.390
3 H -1.919 0.658 4.921
4 H -3.313 0.819 3.914
5 N -0.915 3.249 1.758
6 C -4.008 -1.535 1.767
7 H -0.099 -5.032 -0.158
8 N -2.562 3.720 5.120
9 H -0.871 -0.045 0.813
10 H 3.366 4.360 0.249
11 C -2.500 2.649 4.652
12 C 4.052 3.678 -0.253
13 C 3.207 -1.154 3.353
14 N 3.999 0.985 4.646
15 H 3.106 -5.152 -3.156
16 H -1.815 -2.038 -3.983
17 C 0.099 0.237 0.402
18 H 1.167 5.763 -0.324
19 N -3.385 -4.702 -4.681
20 H 0.790 0.085 1.231
21 C -2.214 -2.788 -3.300
22 H 1.862 -0.034 -4.970
23 N -3.025 -5.858 -0.274
24 C -2.423 5.406 2.000
25 H 5.052 3.881 0.131
26 N 0.398 -4.182 -4.275
27 C 2.884 -1.354 -3.652
28 C -2.886 -3.889 -4.081
29 H 4.046 3.754 -1.341
30 H 2.443 -3.825 -1.975
31 C -0.899 -4.520 0.377
32 H -1.471 -3.133 -2.581
33 H -1.941 6.252 1.511
34 H 1.984 5.968 -1.850
35 H 0.922 -0.840 -3.768
36 H 3.951 -1.228 2.560
37 H -2.584 5.688 3.041
38 N 0.304 3.258 -2.046
39 H 1.928 0.514 -3.275
40 C -4.402 -0.139 1.546
41 H 2.268 -0.880 2.874
42 C -2.090 -5.248 -0.015
43 H 0.254 6.318 -1.813
44 C 0.327 -0.792 -0.636
45 C 1.886 -0.357 -3.929
46 N -4.720 0.926 1.377
47 N 3.636 -2.181 -3.431
48 C 1.239 -4.417 -3.506
49 N 3.208 1.235 0.566
50 H -0.906 -3.474 0.072
51 C 1.034 5.676 -1.402
52 C 3.649 0.005 4.115
53 H 1.995 -5.472 -1.806
54 H -3.802 -1.571 2.837
55 H -0.653 -4.538 1.439
56 H -3.158 -1.796 1.137
57 H -4.924 -2.104 1.612
58 H -1.681 1.283 3.312
59 C 3.585 2.321 0.212
60 H 0.116 1.239 -0.027
61 H -2.967 -2.301 -2.679
62 C -1.544 4.213 1.859
63 C 2.297 -4.738 -2.553
64 C 0.637 4.361 -1.834
65 H 3.100 -2.013 4.016
66 C -2.365 1.299 4.160

---

Here is 11 unconnected molecules or ions with the total composition C22H33N11 at a distorted geometry from OMol25. Energies are from the ωB97M-V functional and the def2-TZVPD basis.

The HOMO energy comes out at -11.280 eV. The frontier orbital gap comes out at 11.118 eV. The LUMO energy is -0.0059 hartree. For the energy above the lowest of the compared OMol25 structures with the same formula, charge and spin, the calculation gives 203.0 kJ/mol. Its SMILES is CC#N.CC#N.CC#N.CC#N.CC#N.CC#N.CC#N.CC#N.CC#N.CC#N.CC#N.

CARTESIAN COORDINATES (ANGSTROEM)
1 C -0.979 -0.925 -4.507
2 H 4.929 5.191 -2.041
3 H 0.370 -3.234 4.380
4 C 0.322 0.351 -0.494
5 H 1.676 3.138 2.579
6 N -2.170 -5.519 -1.419
7 H 4.228 -2.902 4.113
8 C -4.547 -0.190 1.269
9 N -0.501 -1.346 -3.509
10 H -5.261 0.585 1.547
11 C -0.289 -4.512 2.822
12 H -0.369 1.094 -0.098
13 C 4.946 -4.466 0.838
14 C -0.654 4.435 -1.514
15 C -1.490 -3.187 -0.440
16 C -0.281 -3.207 3.507
17 N -0.361 -5.524 2.297
18 H -0.602 -2.661 -0.791
19 H -0.207 3.525 -1.914
20 H 0.101 -2.543 2.731
21 H -4.423 -0.375 0.202
22 H -4.873 -1.018 1.899
23 C 3.920 -3.522 1.287
24 H -0.384 -0.327 -0.975
25 H 4.274 4.122 -3.238
26 H 0.899 0.863 -1.265
27 H 4.396 -2.789 1.938
28 H 3.033 -2.917 5.398
29 C -1.874 4.865 -2.215
30 C 0.698 2.862 2.185
31 C -1.860 -4.480 -1.001
32 N -2.106 0.680 1.964
33 H 0.130 5.193 -1.506
34 H -4.761 2.269 -3.732
35 N 1.767 -0.958 1.258
36 C -3.422 1.380 -2.420
37 H 0.447 1.805 2.278
38 N 2.698 3.038 -0.877
39 C -0.288 3.800 2.752
40 N 4.648 -0.368 5.914
41 C 3.457 -2.306 4.601
42 H -2.293 -2.477 -0.638
43 H -0.938 4.319 -0.468
44 H 0.613 2.959 1.102
45 H -1.442 -3.246 0.647
46 H -1.002 0.411 -6.147
47 H 2.669 -2.027 3.902
48 C 3.995 4.755 -2.395
49 C -3.215 0.317 1.680
50 N -1.072 4.567 3.185
51 H -2.585 -0.235 -5.707
52 H -4.566 0.583 -4.123
53 H 3.554 -2.988 0.411
54 C 1.114 -0.350 0.486
55 N -2.469 1.486 -1.753
56 C -4.646 1.280 -3.289
57 H -5.597 1.125 -2.779
58 H -1.372 -1.245 -6.529
59 H -1.311 -2.867 3.617
60 N -2.864 5.225 -2.762
61 H 3.153 -4.024 1.877
62 N 5.786 -5.183 0.541
63 C 4.143 -1.227 5.369
64 C 3.253 3.802 -1.528
65 H 3.374 5.589 -2.723
66 C -1.524 -0.471 -5.777

---

The records above give, respectively, calculated total energy values of -2933.541553 -2740.455245 -1803.834530 -4144.698638 -1460.269373 -1460.259098 Ha.